4 unconnected molecules or ions with the total composition C30H58N2O6S at a distorted geometry. Source: OMol25; level of theory: the ωB97M-V functional and the def2-TZVPD basis.

Structure (ORCA input):
```
! wB97M-V def2-TZVPD RIJCOSX def2/J DEFGRID3
* xyz 0 1
C 5.1265 -0.5368 0.6212
C 3.8748 0.0963 1.4668
C 2.6432 0.2099 0.4491
O 1.4818 0.9228 0.9858
C 0.3192 0.0855 0.7414
C -0.3584 -0.0417 -0.6588
C 0.2588 0.8464 -1.8527
C -0.6278 2.2286 -1.8701
C -1.5199 2.3753 -3.2145
O -2.9150 2.5905 -2.7989
C -1.6131 -0.9992 -0.9384
C -2.2471 -1.1247 -2.4285
C -1.2253 -1.8497 -3.4721
C -0.3103 -2.9892 -2.7833
C 1.2325 -2.5412 -2.5557
O 2.0790 -3.4707 -3.3339
C -2.2065 -1.8075 0.2563
C -3.4937 -2.7786 0.1447
C -4.7568 -1.8667 -0.2772
C -6.0783 -2.0799 0.6157
C -6.9105 -0.6707 0.5343
C -7.0182 -3.1719 -0.1484
C -1.4980 -1.6126 1.6507
N -1.8631 -2.2125 2.9297
S -0.8534 -1.7373 4.2464
N 0.2079 -0.7019 3.3619
C -0.2313 -0.7024 1.9992
H 5.2450 -1.6680 0.8078
H 4.8691 -0.4301 -0.5030
H 6.1066 0.0247 0.7944
H 3.6951 -0.6059 2.3576
H 4.1833 1.1595 1.7849
H 2.2770 -0.8055 0.0478
H 3.0203 0.8074 -0.4720
H 1.3355 1.1828 -1.6650
H 0.2394 0.3291 -2.8702
H -1.2347 2.2616 -0.9004
H 0.1044 3.1227 -1.8289
H -1.1437 3.1776 -3.9323
H -1.4045 1.3673 -3.7737
H -3.0640 2.0125 -2.0076
H -3.2015 -1.7609 -2.4399
H -2.5426 -0.0696 -2.7536
H -0.6323 -1.1013 -4.1130
H -1.9154 -2.4116 -4.2172
H -0.2796 -3.8692 -3.5386
H -0.7889 -3.4422 -1.8303
H 1.3986 -1.5085 -3.0353
H 1.5334 -2.5738 -1.4456
H 2.5168 -4.0135 -2.6338
H -3.2941 -3.6600 -0.5809
H -3.7021 -3.2423 1.1854
H -4.3991 -0.7788 -0.3394
H -5.0343 -2.1642 -1.3645
H -5.8526 -2.3902 1.6951
H -7.8527 -0.8385 -0.1176
H -7.1594 -0.2464 1.5712
H -6.3087 0.1505 -0.0096
H -8.0872 -3.1123 0.2880
H -7.1265 -2.8872 -1.2651
H -6.6048 -4.2403 -0.0569
C 1.7916 2.1528 5.2077
C 1.3848 3.5955 4.9552
C -0.0765 3.6949 4.5467
O 2.2034 4.1451 3.9249
H 1.6717 1.5490 4.3021
H 2.8472 2.0947 5.4892
H 1.1917 1.7073 6.0059
H 1.5554 4.1893 5.8578
H -0.2607 3.1442 3.6184
H -0.3521 4.7360 4.3570
H -0.7322 3.2956 5.3251
H 2.0592 3.6258 3.1214
C 4.5539 -1.3829 6.2933
C 5.9165 -0.7221 6.1540
C 5.9749 0.5923 6.9165
O 6.1880 -0.4824 4.7748
H 3.7653 -0.7421 5.8849
H 4.5225 -2.3203 5.7311
H 4.3233 -1.5952 7.3407
H 6.6924 -1.3974 6.5256
H 5.2356 1.3014 6.5297
H 6.9553 1.0616 6.7981
H 5.7868 0.4390 7.9825
H 5.5064 0.1145 4.4365
C -1.4122 1.1533 -7.7880
C -0.6919 2.2430 -7.0098
C 0.5695 2.6951 -7.7284
O -0.3499 1.7529 -5.7138
H -0.7763 0.2693 -7.9019
H -2.3104 0.8302 -7.2543
H -1.7030 1.5042 -8.7815
H -1.3605 3.0970 -6.8685
H 1.2742 1.8645 -7.8404
H 1.0829 3.4699 -7.1524
H 0.3381 3.0922 -8.7201
H 0.2422 0.9963 -5.8282
*
```

Strongest force on any atom: 5.7 eV/A
E_HOMO: -8.228 eV
SMILES: CCCOc1c(CCCO)c(CCCCO)c(CCC(C)C)c2nsnc12.CC(C)O.CC(C)O.CC(C)O
E_LUMO: -1.16 eV